The following is a DFT calculation (ωB97M-V/def2-TZVPD) of a structure of composition C4H6OSc.

Calculated values
ΔE to the lowest compared entry with this formula, charge and spin in eV: 0.000
Total charge: +3
LUMO energy in eV: -17.16
Total energy in eV: -26954.6285
Highest occupied orbital energy in eV: -25.3

Structure (XYZ):
```
12
Properties=species:S:1:pos:R:3:forces:R:3
O 1.083 -0.695 -1.124 -0.31 -0.46 4.37
Sc 0.574 -0.649 0.831 0.47 -0.01 -1.18
C 0.816 -0.282 -2.251 -1.05 1.02 -3.49
C -0.377 0.499 -2.614 0.33 -0.67 0.66
H 1.506 -0.558 -3.068 0.14 0.01 0.28
H -1.061 0.634 -1.765 0.16 0.32 -0.22
H -0.914 -0.063 -3.396 0.13 0.03 -0.18
H -0.044 1.429 -3.103 -0.13 0.04 0.02
C -0.934 0.579 2.018 0.06 -0.18 -0.13
C -1.856 1.088 2.739 0.56 -0.60 -0.52
H -1.739 1.108 3.834 -0.11 0.22 0.33
H -2.808 1.411 2.291 -0.27 0.28 0.08
```
Forces are in eV/Å.

---

The following is a DFT calculation (ωB97M-V/def2-TZVPD) of a structure of composition C31H49F5I2O6S2.

Calculated values
LUMO energy in eV: -0.20
Total energy in eV: -96678.5564
Highest occupied orbital energy in eV: -8.0

Structure (XYZ):
```
95
Properties=species:S:1:pos:R:3:forces:R:3
C 3.663 -3.112 2.060 -0.20 -0.11 -0.25
C 2.719 -2.362 2.629 -0.14 0.12 0.39
C 1.419 -2.019 1.968 -0.03 -0.87 0.23
C 1.290 -0.580 1.335 0.14 -0.82 -0.25
S 2.617 -0.572 0.060 0.16 0.41 -0.03
C -0.193 -0.455 0.683 0.10 1.40 0.57
C -0.392 -1.314 -0.615 0.38 0.19 0.06
C -0.272 -0.906 -2.080 -0.04 -0.10 -0.32
F 1.022 -0.667 -2.517 0.03 0.02 0.08
C -1.271 -0.975 1.731 0.03 -0.35 -0.39
I -2.207 0.288 3.174 0.14 0.07 0.03
C -1.734 -2.226 1.885 -0.27 -0.08 0.02
C -2.786 -2.654 2.891 0.03 -0.40 -0.09
I -1.163 -4.011 0.854 -0.13 -0.23 0.08
C -0.499 1.065 0.286 -0.94 1.53 -0.41
C 0.350 1.632 -0.826 0.14 -0.23 -0.35
C 1.566 2.213 -0.775 -0.18 0.52 0.56
C -1.968 1.220 -0.161 -0.19 0.53 0.24
C -2.301 2.634 -0.684 -0.78 -0.14 -0.14
C -2.546 2.728 -2.209 0.84 0.70 -0.10
C -1.612 3.731 -2.931 0.58 -0.30 0.23
C -0.985 3.170 -4.215 -0.77 0.63 -0.26
C 0.225 3.969 -4.704 0.20 -0.36 -0.12
C 1.584 3.416 -4.262 0.17 0.40 -0.30
O 1.548 2.010 -4.180 -0.03 0.01 0.13
C 2.835 1.448 -4.114 0.14 -0.11 0.00
O -0.402 2.039 1.415 0.14 -0.68 0.23
S 0.766 2.132 2.452 0.49 0.52 0.50
O 1.695 3.151 2.071 0.17 -0.11 -0.58
O 0.231 2.317 3.759 -0.50 -0.21 0.04
C 1.606 0.464 2.470 -0.14 -0.38 0.02
F 1.049 -0.114 3.608 -0.07 0.09 0.07
C 3.050 0.784 2.868 0.28 0.81 0.09
C 4.049 1.389 1.863 0.40 0.04 0.15
C 4.800 2.610 2.407 0.12 -0.18 -0.17
C 5.479 2.387 3.761 -0.17 0.66 -0.13
C 6.454 3.538 4.094 -0.21 -0.07 -0.20
H 3.369 -3.926 1.401 0.19 0.71 -0.98
H 4.720 -2.913 2.185 0.06 -0.81 0.99
H 2.854 -2.031 3.654 0.45 0.98 -0.35
H 1.351 -2.695 1.115 -0.27 -0.05 0.11
H 0.599 -2.213 2.652 -0.07 0.14 -0.05
H 2.304 -1.740 -0.505 -0.07 -0.07 0.11
H 0.276 -2.167 -0.537 -0.25 -0.11 0.07
H -1.418 -1.673 -0.564 0.09 -0.15 -0.04
H -0.614 -1.781 -2.643 0.00 -0.04 0.08
H -0.890 -0.074 -2.404 0.01 0.07 0.16
H -2.430 -2.507 3.911 -0.06 0.16 0.00
H -3.022 -3.709 2.786 0.03 0.01 -0.04
H -3.715 -2.106 2.740 0.06 0.14 0.11
H -0.119 1.617 -1.808 0.65 -1.62 -0.28
H 1.764 3.052 -0.120 0.54 -1.07 1.19
H 2.405 1.852 -1.365 -0.62 0.99 -1.42
H -2.630 1.034 0.677 0.10 -0.23 0.04
H -2.229 0.494 -0.929 0.18 -0.12 0.05
H -1.569 3.369 -0.350 0.10 -0.09 -0.04
H -3.244 2.920 -0.211 0.12 0.08 0.17
H -3.567 3.057 -2.396 -0.13 -0.43 -0.06
H -2.361 1.758 -2.679 -0.39 -0.09 0.05
H -0.788 4.009 -2.264 -0.08 -0.03 0.08
H -2.139 4.660 -3.161 0.02 0.01 0.00
H -0.761 2.107 -4.117 0.21 0.06 0.07
H -1.750 3.245 -4.995 0.01 -0.20 -0.02
H 0.219 3.994 -5.795 -0.03 -0.05 0.00
H 0.156 5.009 -4.373 -0.05 -0.01 -0.01
H 1.926 3.876 -3.324 -0.13 -0.29 0.18
H 2.329 3.705 -5.018 0.01 0.04 0.05
H 3.414 1.838 -3.267 -0.05 0.06 -0.01
H 3.405 1.649 -5.030 -0.04 0.02 -0.01
H 2.722 0.374 -3.987 -0.04 0.02 -0.02
H 3.493 -0.061 3.382 -0.20 -0.28 -0.25
H 2.942 1.529 3.663 -0.21 -0.08 0.04
H 3.598 1.672 0.914 -0.15 -0.03 0.07
H 4.814 0.639 1.642 -0.17 -0.11 -0.16
H 4.139 3.477 2.467 -0.06 -0.05 0.05
H 5.566 2.854 1.664 0.02 0.04 0.05
H 5.990 1.422 3.772 -0.05 -0.02 0.08
H 4.698 2.399 4.524 0.10 -0.40 0.10
H 7.472 3.179 4.237 0.01 0.08 0.10
H 6.128 4.088 4.976 0.17 -0.08 0.10
H 6.467 4.264 3.277 0.10 -0.03 -0.01
C -5.327 -6.517 -2.386 0.03 0.24 0.04
C -5.978 -6.928 -1.085 0.02 -0.33 -0.21
O -5.879 -5.880 -0.094 -0.05 0.04 0.05
C -6.768 -4.904 -0.189 -0.02 -0.09 -0.04
O -7.642 -4.792 -0.997 0.05 0.04 0.07
C -6.548 -3.895 0.960 -0.01 0.12 0.06
F -5.248 -3.599 1.102 -0.10 0.00 -0.01
F -6.986 -4.413 2.117 0.06 0.01 -0.10
F -7.212 -2.766 0.730 0.06 -0.12 0.00
H -4.292 -6.218 -2.215 0.02 -0.08 0.00
H -5.342 -7.349 -3.089 0.00 -0.02 0.02
H -5.850 -5.674 -2.836 -0.06 -0.05 -0.02
H -5.464 -7.779 -0.645 0.05 0.09 0.11
H -7.023 -7.201 -1.224 -0.04 0.15 0.03
```
Forces are in eV/Å.

---

The following is a DFT calculation (ωB97M-V/def2-TZVPD) of a structure of composition CH3N3O.

Calculated values
ΔE to the lowest compared entry with this formula, charge and spin in eV: 3.919
Spin multiplicity: 3
LUMO energy (spin up / spin down) in eV: 0.90 / -2.75
Total energy in eV: -7595.5034
Highest occupied orbital energy (spin up / spin down) in eV: -6.0 / -10.5

Structure (XYZ):
```
8
Properties=species:S:1:pos:R:3:forces:R:3
C -0.725 -0.382 -0.170 -4.47 -0.19 1.01
N 1.136 0.996 -0.019 -1.95 2.00 1.57
N 1.660 -0.102 0.072 3.51 -2.08 -1.54
N -0.253 0.872 -0.116 1.10 0.97 -0.27
O 1.006 -1.167 -0.074 2.24 -1.09 0.72
H -1.318 -0.651 0.686 -0.26 -0.36 0.05
H -0.873 -0.940 -1.048 -0.01 -0.40 -1.15
H -0.632 1.375 0.670 -0.16 1.16 -0.39
```
Forces are in eV/Å.

---

The following is a DFT calculation (ωB97M-V/def2-TZVPD) of the molecule C6H8FNO.

Calculated values
ΔE to the lowest compared entry with this formula, charge and spin in eV: 1.078
LUMO energy in eV: 0.91
Total energy in eV: -12604.5889
SMILES: COc1c(F)ccn1C
Highest occupied orbital energy in eV: -7.8

Structure (XYZ):
```
17
Properties=species:S:1:pos:R:3:forces:R:3
C -0.816 -2.041 0.036 1.14 1.46 0.07
C 0.529 -1.914 -0.046 1.47 0.47 -0.14
C -1.334 -0.737 0.218 0.48 -0.77 -0.30
C -0.325 0.167 0.204 1.30 -1.01 0.29
C 2.205 -0.156 0.148 0.52 1.89 0.77
C -1.304 2.239 -0.238 0.96 -1.48 -2.35
N 0.835 -0.577 0.073 0.13 -0.45 0.38
O -0.246 1.484 0.404 -0.72 1.02 -0.23
F -2.609 -0.438 0.330 -1.64 0.30 0.16
H -1.249 -2.927 -0.203 -1.82 -2.19 -0.27
H 1.387 -2.598 -0.269 -1.32 0.51 0.37
H 2.715 -0.832 -0.601 0.19 1.48 0.99
H 2.177 0.966 0.016 0.44 -1.18 -1.13
H 2.697 -0.084 1.191 -0.86 -1.29 -1.26
H -1.419 3.120 0.251 -0.30 2.43 2.12
H -2.259 1.714 -0.255 0.32 -0.07 -0.15
H -0.984 2.614 -1.258 -0.30 -1.11 0.72
```
Forces are in eV/Å.